A:
17
Properties=species:S:1:pos:R:3:mulliken_charge:R:1 method="wB97M-V/def2-TZVPD" charge=+1 lumo_energy_ev=-3.2 homo_lumo_gap_ha=0.4052
C -2.448 -0.941 0.189 0.071
C -0.079 1.300 0.143 -1.359
C -0.228 -0.097 -0.633 0.325
N 1.112 -1.061 -0.448 0.062
N -1.249 -1.025 -0.140 -0.448
N 1.976 -0.702 0.574 -0.617
O -3.169 0.144 0.281 -0.405
H -3.074 -1.818 0.351 0.364
H -0.952 1.964 0.105 0.417
H 0.828 1.845 -0.282 0.330
H 0.181 1.019 1.227 0.413
H -0.250 0.076 -1.645 0.313
H 0.684 -2.001 -0.215 0.387
H -2.689 0.941 0.067 0.289
H 2.158 -1.357 1.380 0.259
H 2.057 0.349 0.723 0.264
H 1.542 -1.082 -1.316 0.336

---

B:
17
Properties=species:S:1:pos:R:3:mulliken_charge:R:1 method="wB97M-V/def2-TZVPD" charge=+1 lumo_energy_ev=-4.6 homo_lumo_gap_ha=0.3549
N -0.199 -0.894 2.936 -0.312
C -0.546 -0.287 1.817 0.688
N -0.668 1.132 1.834 -0.665
O -0.757 -0.890 0.725 -0.748
H -0.230 -1.878 2.955 0.262
H 0.138 -0.324 3.662 0.234
H -0.009 1.549 1.160 0.313
H -1.526 1.285 1.309 0.308
C 1.282 -0.661 -1.683 -0.708
C -0.458 0.954 -2.303 -0.072
N 0.060 0.076 -1.449 0.053
H 1.095 -1.742 -1.504 0.300
H 2.076 -0.410 -0.948 0.290
H 1.575 -0.390 -2.719 0.279
H 0.031 1.207 -3.263 0.238
H -1.369 1.445 -2.013 0.275
H -0.497 -0.171 -0.517 0.264

---

C:
17
Properties=species:S:1:pos:R:3:mulliken_charge:R:1 method="wB97M-V/def2-TZVPD" charge=+1 lumo_energy_ev=-3.0 homo_lumo_gap_ha=0.4305
C 0.404 0.550 -1.566 -0.418
C -0.600 1.128 -0.523 -0.675
C -0.113 -0.013 1.566 0.607
N -0.386 -1.083 0.885 -0.588
N 0.173 0.050 2.845 -0.424
N 0.290 -0.938 -1.640 -0.419
O -0.005 1.371 0.760 -0.414
H 0.123 1.154 -2.444 0.305
H 1.417 0.688 -1.376 0.343
H -1.111 2.145 -0.918 0.336
H -1.408 0.384 -0.367 0.519
H -0.050 -1.262 -0.516 0.406
H -0.766 -1.809 1.383 0.145
H 0.949 -0.656 3.159 0.330
H 0.284 0.986 3.193 0.288
H -0.317 -1.274 -2.410 0.319
H 1.119 -1.420 -2.029 0.340

---

Relative stability in eV, measured from the most stable structure: A 2.487; B 0.000; C 1.279

---

A:
49
Properties=species:S:1:pos:R:3:mulliken_charge:R:1 method="wB97M-V/def2-TZVPD" charge=0 lumo_energy_ev=0.1 homo_lumo_gap_ha=0.2812
O 0.667 2.775 2.301 -0.667
C 1.192 2.950 1.173 0.368
N 0.729 2.744 -0.101 -0.166
C -0.257 1.958 -0.398 0.116
C -1.375 1.866 0.324 -0.353
C -2.170 0.803 0.280 -0.457
C -2.035 0.028 -0.723 0.543
C -0.902 0.162 -1.884 -0.899
C 0.011 1.198 -1.585 -0.853
H 0.701 1.382 -2.202 0.908
H -0.653 -0.548 -2.627 0.388
N -2.692 -1.224 -1.142 0.711
C -2.629 -2.095 -2.160 -0.489
H -1.417 -2.497 -1.986 0.187
C -3.216 -3.505 -1.758 -0.854
H -3.060 -4.243 -2.252 0.841
O -4.760 -3.251 -1.493 -0.496
C -4.947 -2.297 -0.502 -0.422
C -4.292 -1.173 -1.044 -0.519
H -4.488 -0.296 -0.104 0.221
H -4.643 -0.671 -2.026 0.277
H -5.894 -2.285 -0.393 0.448
H -4.509 -2.753 0.472 0.151
H -2.780 -3.879 -0.481 0.005
H -2.697 -2.073 -3.281 0.186
H -3.007 0.450 0.901 0.359
H -1.510 2.475 1.359 0.160
H 1.513 2.945 -0.843 0.362
C 2.758 3.674 1.369 -0.864
H 2.650 4.692 1.165 0.449
H 3.218 3.289 2.184 0.430
S 3.902 3.020 -0.158 -0.200
C 3.372 1.260 -0.049 0.503
N 3.754 0.546 -0.971 -0.988
N 3.042 -0.581 -0.678 0.270
C 2.277 -0.579 0.371 -0.202
N 2.415 0.834 0.570 -0.193
C 1.112 -1.280 1.076 0.613
C 0.916 -2.516 0.250 -0.715
C -0.032 -3.291 0.795 -0.725
C -1.128 -2.781 1.841 -0.157
C -0.617 -1.547 2.548 -1.864
C 0.377 -0.701 1.892 0.609
H 0.490 0.313 2.312 0.364
H -1.229 -1.180 3.034 0.950
H -1.983 -3.426 2.003 0.454
H -0.517 -4.176 0.244 0.302
H 1.299 -2.823 -0.568 0.577
H 3.238 -1.580 -1.322 0.333

---

B:
49
Properties=species:S:1:pos:R:3:mulliken_charge:R:1 method="wB97M-V/def2-TZVPD" charge=0 lumo_energy_ev=0.3 homo_lumo_gap_ha=0.3130 smiles="Cc1nc([C@@H](C)NC(=O)CCc2nnc(Cc3c[nH]c4ccccc34)o2)cs1"
C -4.217 0.987 -1.956 -1.196
C -3.504 0.916 -0.662 0.729
N -2.344 1.402 -0.432 -0.431
C -1.928 1.214 0.852 -0.506
C -2.816 0.543 1.633 -0.394
S -4.232 0.140 0.739 -0.222
H -2.740 0.273 2.665 0.491
C -0.597 1.764 1.263 0.505
N 0.321 1.655 0.146 0.327
C 1.321 2.541 -0.014 0.541
O 1.518 3.457 0.759 -0.712
C 2.215 2.310 -1.226 -0.492
H 2.291 3.257 -1.762 0.411
H 1.799 1.554 -1.892 0.230
C 3.617 1.905 -0.748 -0.737
C 3.634 0.496 -0.295 0.688
N 4.447 -0.432 -0.678 -0.513
N 4.064 -1.575 -0.067 -0.407
C 3.031 -1.291 0.654 0.186
O 2.707 0.019 0.569 0.072
C 2.225 -2.238 1.459 -0.846
C 0.776 -2.222 1.068 -0.001
C -0.272 -2.520 1.891 -1.024
N -1.451 -2.444 1.203 0.234
C -1.188 -2.088 -0.086 -0.971
C -2.053 -1.899 -1.157 -1.077
C -1.506 -1.518 -2.361 -0.483
C -0.126 -1.352 -2.506 -0.854
C 0.741 -1.568 -1.458 -0.168
C 0.215 -1.934 -0.216 1.766
H 1.805 -1.477 -1.609 0.689
H 0.267 -1.063 -3.470 0.436
H -2.147 -1.355 -3.214 0.450
H -3.115 -2.055 -1.041 0.583
H -2.364 -2.624 1.584 0.253
H -0.258 -2.789 2.930 0.396
H 2.314 -1.985 2.519 0.279
H 2.657 -3.230 1.304 0.346
H 4.352 1.998 -1.547 0.330
H 3.904 2.565 0.076 0.355
H 0.190 0.886 -0.492 -0.277
C -0.026 1.093 2.512 -1.517
H 0.961 1.505 2.705 0.437
H 0.061 0.019 2.362 0.206
H -0.658 1.289 3.373 0.508
H -0.698 2.841 1.465 0.391
H -3.546 1.391 -2.709 0.322
H -4.559 0.000 -2.262 0.291
H -5.089 1.635 -1.871 0.377

---

Relative stability in eV, measured from the most stable structure: A 19.359; B 0.000

---

A:
43
Properties=species:S:1:pos:R:3:mulliken_charge:R:1 method="wB97M-V/def2-TZVPD" charge=0 lumo_energy_ev=-0.8 homo_lumo_gap_ha=0.2738 smiles="COc1ccc(/C=C(/NC(=O)c2cccc([N+](=O)[O-])c2)C(=O)O)cc1OC"
C 5.344 0.688 -0.950 -1.003
H 5.137 -0.081 -1.700 0.403
O 4.358 0.704 0.056 -0.398
C 3.060 0.888 -0.297 1.098
C 2.652 1.202 -1.591 -0.302
C 1.321 1.373 -1.907 -1.374
C 0.338 1.281 -0.921 0.652
C 0.746 0.980 0.380 -0.172
C 2.072 0.753 0.706 -0.295
O 2.296 0.412 2.004 -0.543
C 3.381 -0.438 2.329 -0.710
H 3.182 -0.775 3.346 0.296
H 3.418 -1.299 1.658 0.259
H 4.335 0.092 2.301 0.246
H 0.020 0.860 1.167 0.497
C -1.054 1.243 -1.294 -0.053
C -2.160 1.443 -0.543 -0.102
N -3.372 0.854 -0.985 -0.139
C -3.637 -0.474 -0.826 -0.100
O -4.680 -0.980 -1.161 -0.634
C -2.517 -1.197 -0.121 0.096
C -1.342 -1.554 -0.760 0.395
C -0.275 -2.023 -0.003 -0.413
C -0.388 -2.217 1.368 -0.429
C -1.591 -1.932 1.985 -0.816
C -2.642 -1.404 1.250 -0.358
H -3.566 -1.134 1.740 0.495
H -1.703 -2.091 3.046 0.400
H 0.464 -2.573 1.926 0.494
N 0.994 -2.235 -0.646 1.230
O 1.062 -2.054 -1.843 -0.626
O 1.936 -2.552 0.051 -0.663
H -1.225 -1.456 -1.828 0.687
H -4.162 1.441 -1.222 0.269
C -2.226 2.205 0.715 0.271
O -1.391 2.962 1.141 -0.579
O -3.405 2.014 1.345 -0.443
H -3.440 2.565 2.142 0.398
H -1.234 0.868 -2.297 0.492
H 1.041 1.587 -2.927 0.429
H 3.386 1.299 -2.375 0.426
H 5.439 1.663 -1.436 0.360
H 6.276 0.450 -0.438 0.260

---

B:
43
Properties=species:S:1:pos:R:3:mulliken_charge:R:1 method="wB97M-V/def2-TZVPD" charge=0 lumo_energy_ev=0.5 homo_lumo_gap_ha=0.3108 smiles="COC(=O)CC1=C(C(=O)OC)[C@H](c2ccc3c(c2)OCO3)C(C#N)=C(N)O1"
C 2.595 -0.720 -5.189 -0.664
H 3.349 -0.221 -5.793 0.235
H 2.571 -1.790 -5.404 0.300
H 1.609 -0.295 -5.382 0.266
O 2.957 -0.494 -3.833 -0.313
C 2.254 -1.155 -2.920 0.562
O 1.423 -1.986 -3.166 -0.601
C 2.724 -0.775 -1.517 -0.927
C 1.683 -1.097 -0.494 0.992
C 0.416 -0.649 -0.512 -0.192
C -0.043 0.254 -1.576 -0.022
O 0.654 0.729 -2.447 -0.664
O -1.352 0.515 -1.476 -0.220
C -1.889 1.382 -2.461 -0.795
H -1.791 0.935 -3.453 0.301
H -2.936 1.519 -2.204 0.246
H -1.362 2.338 -2.453 0.345
C -0.579 -1.001 0.570 0.721
C -0.002 -2.086 1.454 -0.346
C 1.298 -2.451 1.380 1.146
N 1.919 -3.322 2.228 -0.530
H 1.329 -3.894 2.809 0.262
H 2.783 -3.727 1.907 0.238
O 2.163 -1.949 0.453 -0.439
C -0.844 -2.686 2.396 -0.912
N -1.538 -3.198 3.157 -0.608
C -0.895 0.226 1.405 0.068
C 0.137 0.929 2.008 0.036
C -0.099 2.054 2.793 -1.524
C -1.407 2.442 2.948 1.101
C -2.450 1.739 2.345 0.714
C -2.222 0.629 1.571 -0.714
H -3.034 0.093 1.112 0.523
O -3.641 2.339 2.657 -0.517
C -3.319 3.428 3.493 -0.275
O -1.918 3.499 3.655 -0.493
H -3.684 4.363 3.038 0.247
H -3.797 3.293 4.477 0.252
H 0.705 2.597 3.260 0.420
H 1.155 0.597 1.870 0.448
H -1.508 -1.354 0.109 0.692
H 3.630 -1.340 -1.288 0.363
H 2.955 0.290 -1.528 0.276

---

Relative stability in eV, measured from the most stable structure: A 2.640; B 0.000